Record 1
C42H37N4PdSb | ωB97M-V/def2-TZVPD

* charge: +2
* LUMO level: -7.10 eV
* max |F|: 0.045 hartree/bohr
* HOMO: -13.68 eV

Structure (XYZ):
```
85
Properties=species:S:1:pos:R:3:forces:R:3
Pd -2.14075 -0.49364 -0.45166 -1.8 0.1 1.4
C -0.60374 -2.45218 -5.77344 0.0 0.1 0.0
C -1.57173 -3.34253 -5.32279 0.1 -0.1 -0.1
C -2.34328 -3.02858 -4.22495 -0.1 0.3 0.3
C -2.14740 -1.80722 -3.55861 0.3 -0.4 -1.7
C -1.19721 -0.90207 -4.03519 -0.3 -0.1 0.4
C -0.43483 -1.22738 -5.14078 0.1 0.0 -0.1
N -2.93564 -1.44882 -2.47468 0.6 0.6 1.9
N -4.04868 -1.97297 -2.40455 0.2 -1.1 -1.9
C -4.81395 -1.85898 -1.28406 -0.8 0.7 1.8
C -6.10295 -2.39254 -1.32292 0.6 0.0 -0.4
C -6.92242 -2.25900 -0.22311 -0.2 0.1 0.5
C -6.43845 -1.58895 0.89006 -0.1 -0.2 -0.3
C -5.13779 -1.11456 0.86383 0.1 0.1 0.3
N -4.32549 -1.24443 -0.17755 0.6 0.3 -0.8
H 0.00552 -2.70265 -6.63180 0.0 0.0 0.0
H -1.72480 -4.27996 -5.84019 0.0 0.0 0.0
H -3.11041 -3.70173 -3.86830 0.1 0.0 0.0
H -1.12071 0.06520 -3.55119 0.1 0.0 0.0
H 0.28280 -0.51917 -5.53032 0.0 0.0 0.0
H -6.42882 -2.89451 -2.22266 0.0 0.0 0.0
H -7.92526 -2.66361 -0.22272 0.0 0.0 -0.1
H -7.05264 -1.42461 1.76313 0.0 0.0 0.0
H -4.75194 -0.60312 1.73476 0.0 0.0 -0.1
N 5.65976 -1.62785 -5.72312 0.0 0.0 0.0
C 4.81596 -1.43576 -4.96799 0.2 -0.1 -0.2
C 3.76292 -1.19799 -4.03144 -0.4 0.1 0.3
C 3.21537 0.08468 -3.91581 0.1 0.0 -0.1
C 2.19955 0.31334 -3.01739 -0.2 0.0 0.1
C 1.71489 -0.73743 -2.21402 0.2 -0.1 -0.5
C 2.25797 -2.02519 -2.35270 -0.1 0.0 0.2
C 3.27719 -2.25104 -3.24977 0.1 0.0 -0.1
C 0.74445 -0.45077 -1.24667 0.3 0.4 0.5
C -0.01812 -0.09001 -0.33310 -0.3 0.2 0.3
H 3.58653 0.88533 -4.54087 0.0 0.0 0.0
H 1.76440 1.30052 -2.92551 0.0 0.0 0.0
H 1.87523 -2.84068 -1.75321 0.0 0.0 0.0
H 3.70205 -3.23925 -3.35837 0.0 0.0 0.0
C 3.36326 0.30876 3.60750 0.0 0.0 -0.1
C 3.75292 1.10457 2.39081 0.0 0.0 0.0
C 5.03762 1.63352 2.28834 0.0 0.0 0.0
C 5.42734 2.39597 1.19741 0.0 0.0 0.0
C 4.53918 2.64902 0.16252 0.0 0.0 -0.1
C 3.25458 2.13999 0.23303 -0.1 -0.1 0.0
C 2.87877 1.37693 1.33556 -0.5 -0.3 -0.1
Sb 0.79972 0.91136 1.41636 -0.2 -0.1 -0.2
C 0.19628 -0.42451 2.97518 0.2 0.4 -0.3
C -0.43189 0.10710 4.09513 0.0 0.1 -0.1
C -0.90878 -0.74422 5.07653 0.0 0.0 0.1
C -0.77917 -2.11571 4.91142 0.0 0.0 0.0
C -0.11920 -2.62782 3.80606 0.0 0.0 0.0
C 0.40845 -1.79496 2.82055 0.0 0.0 0.0
C 1.17578 -2.39977 1.67557 -0.1 0.0 0.0
C -0.11538 2.83061 1.13024 0.1 -0.6 0.0
C -0.92152 2.99171 0.00549 0.0 0.0 0.0
C -1.44336 4.23652 -0.29341 0.0 0.0 0.0
C -1.15106 5.31797 0.53021 0.0 -0.1 0.0
C -0.34706 5.14201 1.64138 0.0 0.1 0.1
C 0.18835 3.89593 1.97070 0.0 0.0 0.1
C 1.03103 3.76079 3.20919 -0.1 0.1 -0.2
H 4.20236 0.23099 4.29487 0.0 0.0 0.0
H 3.05305 -0.70301 3.34228 0.0 0.0 0.0
H 2.54146 0.78493 4.14646 0.0 -0.1 0.0
H 5.74174 1.44687 3.08922 0.0 0.0 0.0
H 6.42895 2.80251 1.15700 0.0 0.0 0.0
H 4.83543 3.24568 -0.68947 0.0 0.0 0.0
H 2.54072 2.34749 -0.55729 0.0 0.1 0.0
H -0.55169 1.17913 4.20784 0.0 0.0 0.0
H -1.37905 -0.33872 5.96196 0.0 0.0 0.0
H -1.18111 -2.79134 5.65446 0.0 0.0 0.0
H 0.00227 -3.69887 3.69945 0.0 0.0 0.0
H 1.64397 -3.33135 1.98888 0.0 0.0 0.0
H 1.96708 -1.73523 1.31663 0.0 0.0 0.0
H 0.50942 -2.62561 0.84178 0.0 0.0 -0.1
H -1.15789 2.15249 -0.63481 0.0 0.0 0.0
H -2.07059 4.35940 -1.16603 0.0 0.0 0.0
H -1.56371 6.29280 0.30840 0.0 0.0 0.0
H -0.12391 5.98638 2.28253 0.0 0.0 0.0
H 0.48075 4.11321 4.08169 0.0 -0.1 0.0
H 1.93155 4.37072 3.12767 0.1 -0.1 0.0
H 1.33202 2.72440 3.38704 0.1 0.0 0.1
C -2.56954 0.32781 1.43460 0.8 -0.5 -1.0
H -3.46381 0.92029 1.25485 0.0 0.0 -0.2
H -1.80607 0.95868 1.86508 0.0 0.1 0.0
H -2.74682 -0.54530 2.05885 0.1 0.0 0.1
```
Positions in Å, forces in eV/Å.


Record 2
C42H38ClIN8O8P2Tl | ωB97M-V/def2-TZVPD

* charge: -1
* LUMO level: 1.42 eV
* max |F|: 0.049 hartree/bohr
* HOMO: -5.39 eV

Structure (XYZ):
```
101
Properties=species:S:1:pos:R:3:forces:R:3
Tl 0.36613 -0.10524 0.15316 -0.1 -0.3 0.0
O -1.87941 2.62454 2.38697 -0.4 0.0 0.0
C -0.90682 1.88579 2.36383 1.0 0.5 0.0
O -0.87641 0.70197 1.86350 -0.5 -0.2 0.1
C 0.41065 2.41352 2.95056 -0.2 1.0 0.2
C 0.35357 3.44841 3.87531 0.6 -0.4 0.2
C 1.55951 4.01224 4.35219 -0.6 0.2 -0.2
C 2.80620 3.60312 3.87832 -1.0 -0.5 0.5
C 2.84917 2.52033 3.03692 -0.1 0.9 0.2
C 1.68339 2.00310 2.42958 -0.9 -1.6 -0.7
O 1.76216 1.18765 1.44937 0.9 0.6 0.5
N 4.13897 1.94484 2.74880 1.0 -0.9 -0.3
O 5.08811 2.67832 2.49306 -0.5 0.0 0.1
O 4.24275 0.72531 2.83557 -0.3 0.7 -0.1
N 1.54584 5.04872 5.38194 0.4 0.0 0.0
O 0.55464 5.25106 6.06013 -0.4 -0.3 -0.4
O 2.58851 5.66037 5.55789 0.2 0.2 0.0
H -0.61963 3.78561 4.23304 0.3 0.0 -0.1
H 3.68530 4.05422 4.27262 0.6 0.2 0.1
Cl -2.73887 -4.15056 -5.81846 0.0 -0.2 -0.1
C -2.23376 -3.00431 -4.60959 0.2 0.0 0.0
C -2.79729 -1.76718 -4.59603 0.0 0.0 0.1
C -2.39632 -0.80665 -3.66296 -0.1 0.4 -0.2
I -3.30227 1.07303 -3.94927 0.1 -0.3 0.2
C -1.42048 -1.02298 -2.67940 -0.4 0.1 0.2
O -1.06135 -0.14619 -1.80944 -0.3 -0.4 -0.6
C -0.84611 -2.36681 -2.74718 1.1 0.4 0.9
N 0.15047 -2.63878 -1.85084 -0.3 0.7 0.3
C 0.86057 -3.71730 -1.93087 -0.4 -0.8 -0.6
C 0.59412 -4.72682 -2.90443 0.1 0.5 0.4
C -0.43258 -4.53178 -3.76366 -1.0 -0.4 -1.1
C -1.18554 -3.30872 -3.70860 -0.2 -1.1 -0.8
H -3.54633 -1.49645 -5.32504 -0.1 -0.1 0.0
H 1.64796 -3.86580 -1.20132 0.1 0.1 0.1
H 1.18460 -5.61636 -2.93850 0.3 -0.4 0.0
H -0.71990 -5.29808 -4.54810 0.5 1.1 1.1
C 1.43766 -3.57194 5.29287 0.2 0.8 -0.5
C 2.40002 -4.09216 4.43232 -0.5 -0.3 0.1
C 2.64187 -3.50804 3.21137 0.5 -0.4 0.0
C 1.99634 -2.34106 2.84149 -0.1 -1.1 0.2
C 1.09562 -1.77589 3.68677 -0.2 -0.4 1.7
C 0.81766 -2.37681 4.91855 0.3 -0.1 0.0
N 2.02984 -1.80727 1.56363 1.6 0.3 -2.0
N 3.03165 -2.14067 0.88645 -0.5 0.7 0.4
C 3.09841 -1.59068 -0.44115 -0.6 -0.3 0.4
C 4.12462 -2.10359 -1.22539 0.1 0.0 -0.4
C 4.12628 -1.79475 -2.59705 0.8 0.1 0.2
C 3.19702 -0.92213 -3.12786 -0.7 0.7 1.0
C 2.22051 -0.36245 -2.28605 0.4 -0.4 -0.3
C 2.14101 -0.72006 -0.95477 -0.2 0.1 -0.1
H 1.21641 -4.09368 6.20906 -0.1 0.1 0.2
H 2.88351 -5.02146 4.68604 0.2 -0.1 0.0
H 3.29953 -4.00430 2.52524 0.3 0.0 -0.3
H 0.62847 -0.87479 3.39290 -0.5 0.9 -0.2
H 0.13614 -1.86790 5.57560 -0.3 -0.1 0.2
H 4.89073 -2.71194 -0.71727 -0.5 0.2 -0.5
H 4.90483 -2.11364 -3.28314 0.1 -0.3 0.4
H 3.24632 -0.56556 -4.14527 0.1 -0.3 -0.2
H 1.48230 0.30273 -2.70422 -0.1 0.1 -0.1
C -0.82764 -3.69396 1.20956 -1.3 0.2 0.6
P -1.45032 -1.97363 1.18082 0.4 -0.1 -0.1
C -2.23309 -1.76570 2.82642 0.4 0.6 -0.1
C -2.88791 -2.10924 0.09308 0.8 -0.4 0.3
C -3.15361 -3.25395 -0.63466 -0.4 -0.6 -0.3
C -4.21930 -3.27186 -1.52640 0.1 -0.3 -0.5
C -4.99269 -2.13760 -1.68461 -1.3 -0.8 -1.2
C -4.70927 -1.01669 -0.94591 -1.4 1.6 -0.4
C -3.65071 -0.97970 -0.08159 -0.1 -0.5 -0.4
H -1.70877 -4.35108 1.33313 0.5 0.0 -0.2
H -0.23282 -3.82266 2.10269 0.6 0.0 0.0
H -0.31538 -3.85216 0.27472 0.3 -0.4 0.0
H -2.89107 -2.62937 3.00762 0.0 0.5 0.2
H -2.69175 -0.76523 2.84652 -0.4 -0.6 -0.2
H -1.45963 -1.64351 3.58645 0.0 -0.5 -0.1
H -2.54807 -4.14902 -0.52728 0.0 0.2 -0.1
H -4.40845 -4.13168 -2.17647 0.1 0.2 0.4
H -5.84169 -2.16216 -2.43816 1.1 0.2 1.1
H -5.34945 -0.12293 -1.08052 0.6 -0.5 0.1
H -3.34565 -0.08503 0.37803 0.1 1.1 0.7
C 0.87494 5.03292 -2.37438 -0.1 1.3 -0.2
N 0.34880 5.14092 -1.03413 0.0 0.3 0.7
C -1.06481 5.51800 -1.05915 0.7 -0.5 -1.0
N -1.90252 4.58679 -1.86791 0.4 0.4 1.6
C -1.29967 4.56187 -3.18668 0.1 -1.9 -0.3
N 0.10010 4.15011 -3.19249 0.3 -0.5 -0.7
C 0.27607 2.75412 -2.81389 -0.6 0.1 0.5
P -0.26629 2.44532 -1.00030 0.0 0.1 -1.0
C 0.55324 3.91507 -0.25941 1.4 0.0 -0.3
C -1.92503 3.26324 -1.15433 0.0 0.2 -1.0
H 1.91553 4.70904 -2.30019 0.0 0.0 -0.2
H 0.81847 6.05135 -2.86504 0.2 -0.9 0.6
H -1.11084 6.49028 -1.53551 -0.2 0.3 0.0
H -1.33163 5.59639 -0.02459 -0.9 -0.1 0.5
H -1.32330 5.52927 -3.68257 -0.4 0.2 0.1
H -1.82207 3.77556 -3.76711 0.0 0.7 0.0
H 1.31566 2.49093 -2.95718 0.3 -0.1 0.1
H -0.31439 2.14288 -3.50678 0.0 -0.1 0.4
H 1.65347 3.71748 -0.18182 -0.7 0.1 0.0
H 0.19855 4.04584 0.75786 -0.2 0.1 0.2
H -2.28467 3.41799 -0.15995 -0.2 0.3 0.8
H -2.64864 2.58770 -1.59707 0.1 0.0 -0.3
```
Positions in Å, forces in eV/Å.


What did we get for E_tot? Answer: -60113.73181; -116361.60053 eV, in the order shown.